Record 1
Molecular formula: C3H7NO
Method: DFT, ωB97M-V/def2-TZVPD

Cartesian coordinates (Å):
1 O -1.534 -1.288 1.018
2 C -1.099 -0.917 -0.043
3 C 0.356 -0.634 -0.308
4 C 1.000 0.700 -0.441
5 N 1.157 -0.098 0.768
6 H -1.760 -0.811 -0.931
7 H 0.778 -1.408 -0.954
8 H 0.443 1.626 -0.318
9 H 1.830 0.766 -1.145
10 H 2.068 -0.541 0.822
11 H -1.636 1.064 1.051
12 H -1.605 1.540 0.483

Properties
F_max ... 0.0118 Eh/bohr
Frontier orbital gap ... 10.650 eV
E_HOMO ... -9.8 eV
Charge ... 0



Record 2
Molecular formula: C3H7NO
Method: DFT, ωB97M-V/def2-TZVPD

Cartesian coordinates (Å):
1 C 1.029 -1.059 0.359
2 C 1.295 0.231 0.480
3 N 2.086 1.025 -0.359
4 H 1.315 -1.527 -0.586
5 H 0.649 -1.726 1.114
6 H 0.672 0.863 1.113
7 H 2.851 0.627 -0.888
8 H 2.553 1.766 0.144
9 C -2.360 -0.136 -0.750
10 O -2.184 -0.142 0.432
11 H -3.140 -0.765 -1.215
12 H -1.736 0.475 -1.423

Properties
F_max ... 0.0298 Eh/bohr
Frontier orbital gap ... 9.305 eV
E_HOMO ... -8.2 eV
Charge ... 0



Record 3
Molecular formula: C3H7NO
Method: DFT, ωB97M-V/def2-TZVPD

Cartesian coordinates (Å):
1 C -2.084 -0.123 0.456
2 C -1.852 0.996 -0.504
3 O -2.553 1.966 -0.562
4 H -1.163 -0.667 0.666
5 H -2.437 0.235 1.432
6 H -2.872 -0.797 0.102
7 H -0.991 0.856 -1.182
8 C 2.847 -1.157 0.681
9 N 3.604 -1.588 -0.243
10 H 1.889 -1.626 0.888
11 H 3.111 -0.196 1.152
12 H 4.168 -0.812 -0.590

Properties
F_max ... 0.0282 Eh/bohr
Frontier orbital gap ... 10.765 eV
E_HOMO ... -10.1 eV
Charge ... 0



Energy above the lowest of the compared OMol25 structures with the same formula, charge and spin across the listed records, respectively: 79.7, 62.8, 56.1 kcal per mole.